# 1
The ion C10H16NO3 with charge +1, computed with ωB97M-V/def2-TZVPD.

```
! wB97M-V def2-TZVPD RIJCOSX def2/J DEFGRID3
* xyz 1 1
C 0.21478 -2.68358 1.29936
C 0.13937 2.89272 0.00969
C 0.74601 -1.86278 0.40888
C -0.60310 1.88843 -0.40865
C 2.02849 0.17398 0.24437
C 0.60963 -0.38597 0.40075
C -0.74771 0.34592 0.17410
C -2.96188 0.38801 0.72519
C -2.35312 -0.39978 -1.58512
C 4.12247 -0.22264 -0.56683
N -2.02434 -0.34059 -0.11181
O 2.34591 1.10422 0.88571
O -0.20863 0.11918 1.38610
O 2.78153 -0.64149 -0.48551
H 0.45104 -3.67011 1.31083
H -0.43825 -2.23710 2.00355
H 0.00082 3.88801 -0.44891
H 0.81958 3.04906 0.81673
H 1.52400 -2.31152 -0.35415
H -1.12991 1.96387 -1.29342
H -2.77295 1.41081 0.50401
H -3.92479 0.04735 0.58751
H -2.80161 0.35463 1.76511
H -2.81421 0.59858 -1.87178
H -1.48217 -0.59825 -2.20636
H -3.18486 -1.16579 -1.72794
H 4.71214 -0.60298 0.33966
H 4.29210 0.85649 -0.63403
H 4.59639 -0.65695 -1.46451
H -1.93672 -1.30173 0.29747
*
```

Calculated values
Energy above the lowest of the compared OMol25 structures with the same formula, charge and spin (kcal/mol): 46.97
Strongest force on any atom (eV/A): 5.53
E_LUMO (eV): -2.74
Energy (eV): -18251.145

Results of the Mulliken charge analysis, in e, for atoms 1 through 4:
1 C -0.983
2 C -0.853
3 C -0.495
4 C -0.520

# 2
The ion C10H16NS2 with charge +1, computed with ωB97M-V/def2-TZVPD.

```
! wB97M-V def2-TZVPD RIJCOSX def2/J DEFGRID3
* xyz 1 1
C -3.54383 0.17545 -1.32776
C -2.88304 -0.94726 -1.10433
C -3.00485 1.42578 -0.80837
C -1.69878 -0.94583 -0.03554
C -1.90611 1.43767 -0.11982
C 3.75368 0.33062 -1.04512
C 2.35928 -0.15221 -0.66751
C 2.31846 -0.53044 0.81852
C 0.78277 -0.64111 1.40025
C -0.10205 0.41325 1.08738
N -1.14550 0.36949 0.27595
S 0.50092 1.94092 1.56685
S -2.48741 -1.53239 1.59444
H -4.33131 0.17248 -2.06380
H -3.24631 -1.88002 -1.52613
H -3.46378 2.34888 -1.10721
H -0.90237 -1.51623 -0.37772
H -1.53295 2.37208 0.06927
H 4.56090 -0.27357 -0.81150
H 3.89999 1.24547 -0.46704
H 3.78601 0.59783 -2.09964
H 1.72156 0.67697 -0.82339
H 1.92535 -0.88072 -1.52580
H 2.76377 -1.39400 1.11378
H 2.71888 0.32654 1.46563
H 0.95406 -0.73396 2.46374
H 0.29228 -1.67649 0.94604
H 1.49990 1.39679 2.12433
H -3.58953 -2.12598 0.98448
*
```

Calculated values
Energy above the lowest of the compared OMol25 structures with the same formula, charge and spin (kcal/mol): 61.66
Strongest force on any atom (eV/A): 5.97
E_LUMO (eV): -4.77
Energy (eV): -33780.566

Results of the Mulliken charge analysis, in e, for atoms 1 through 4:
1 C -0.098
2 C -1.124
3 C -0.506
4 C -0.128

# 3
A cluster of 2 separate species, C10H16O in total, computed with ωB97M-V/def2-TZVPD.

```
! wB97M-V def2-TZVPD RIJCOSX def2/J DEFGRID3
* xyz 0 1
C 0.23738 -1.40098 2.03458
C 1.73501 -1.48545 2.30738
C -0.16751 -0.15786 1.29106
C 0.31051 1.09660 1.67979
C -1.24962 -0.19324 0.42511
C -0.22741 2.24895 1.15133
C -1.74064 0.96338 -0.17929
C -1.26717 2.19315 0.22465
O -1.88152 3.38126 -0.08421
H -0.09657 -2.26700 1.46177
H -0.31999 -1.42666 2.96692
H 2.04519 -2.52320 2.48342
H 1.06686 1.07973 2.45743
H -1.67727 -1.14320 0.14325
H 0.14357 3.22052 1.43106
H -2.61913 0.86076 -0.81198
H -1.89284 3.61596 -1.02912
H 2.02501 -0.94510 3.21029
H 2.27177 -1.02483 1.48875
C 0.23356 -0.18587 -3.32603
C 0.67422 -1.30747 -2.35081
H -0.84396 -0.17626 -3.50713
H 0.47743 0.75191 -2.86472
H 0.73948 -0.32140 -4.27503
H 0.38070 -1.07661 -1.32544
H 1.67880 -1.63534 -2.54963
H -0.03586 -2.14174 -2.45341
*
```

Calculated values
Energy above the lowest of the compared OMol25 structures with the same formula, charge and spin (kcal/mol): 28.47
Strongest force on any atom (eV/A): 2.44
E_LUMO (eV): 0.82
Energy (eV): -12676.490

Results of the Mulliken charge analysis, in e, for atoms 1 through 4:
1 C -0.535
2 C -1.269
3 C 0.571
4 C -0.514

# 4
A cluster of 2 separate species, C10H16O in total, computed with ωB97M-V/def2-TZVPD.

```
! wB97M-V def2-TZVPD RIJCOSX def2/J DEFGRID3
* xyz 0 1
C 3.06540 -0.15127 0.10061
C 0.94199 -1.05780 1.15138
C 2.06589 -1.23041 0.31393
C -0.06505 -1.95736 1.23448
C 2.14456 -2.45270 -0.36137
C -0.01711 -3.07320 0.40490
C 1.12088 -3.39074 -0.23982
O -1.07313 -4.00085 0.39704
H 0.97251 -0.31722 1.97684
H -0.88669 -1.78087 1.90463
H 2.86738 0.27820 -0.92552
H 4.09595 -0.49280 0.08537
H 2.97994 -2.76715 -0.83899
H 1.18800 -4.25862 -0.93768
H -1.99158 -3.81354 0.68710
H 3.00300 0.59720 0.78492
C -1.55052 2.20127 -0.59459
C -2.84436 2.18992 0.28582
C -1.21194 3.62094 -1.33216
H -0.66140 1.99254 0.06841
H -1.40277 1.54948 -1.47340
H -3.02463 3.22796 0.64874
H -0.75654 4.39010 -0.51939
H -0.48748 3.31646 -2.05634
H -2.11888 3.93134 -1.82899
H -3.77767 1.82974 -0.17015
H -2.57577 1.61937 1.23423
*
```

Calculated values
Energy above the lowest of the compared OMol25 structures with the same formula, charge and spin (kcal/mol): 54.61
Strongest force on any atom (eV/A): 3.70
E_LUMO (eV): 0.80
Energy (eV): -12675.357

Results of the Mulliken charge analysis, in e, for atoms 1 through 4:
1 C -1.542
2 C -0.280
3 C 0.494
4 C -0.627